Entry 1:
Below is C24H25N4SbZn as an isolated structure, with properties calculated with ωB97M-V with the def2-TZVPD basis set.

Geometry as XYZ:
```
55
Properties=species:S:1:pos:R:3:nbo_charge:R:1
Zn 0.16 -0.05 -0.06 1.667
C -2.13 0.75 -2.61 -0.659
C -2.68 0.75 -1.22 0.255
C -4.03 1.07 -1.04 -0.223
C -4.58 1.08 0.22 -0.096
C -3.76 0.76 1.28 -0.262
C -2.43 0.44 1.05 -0.090
N -1.89 0.44 -0.18 -0.672
Sb -1.35 -0.10 2.87 1.127
C -0.36 -1.87 2.03 -0.091
C -0.43 -2.95 2.89 -0.261
C 0.11 -4.17 2.51 -0.096
C 0.71 -4.23 1.27 -0.221
C 0.76 -3.11 0.45 0.253
C 1.42 -3.26 -0.88 -0.659
N 0.22 -1.93 0.83 -0.674
C 0.30 1.26 2.48 -0.093
C 0.61 2.11 3.52 -0.263
C 1.70 2.97 3.40 -0.096
C 2.43 2.91 2.23 -0.224
C 2.08 2.03 1.22 0.267
C 2.89 1.96 -0.02 -0.662
N 1.01 1.22 1.34 -0.684
H -2.82 1.26 -3.28 0.261
H -1.18 1.27 -2.66 0.216
H -2.03 -0.27 -2.98 0.233
H -4.62 1.30 -1.91 0.246
H -5.62 1.33 0.37 0.253
H -4.14 0.75 2.30 0.243
H -0.91 -2.83 3.86 0.242
H 0.06 -5.03 3.16 0.254
H 1.14 -5.16 0.91 0.245
H 1.76 -4.29 -0.99 0.260
H 0.72 -3.08 -1.69 0.223
H 2.29 -2.61 -0.97 0.227
H 0.00 2.11 4.41 0.242
H 1.96 3.64 4.20 0.252
H 3.29 3.55 2.10 0.247
H 3.87 2.39 0.16 0.254
H 3.01 0.92 -0.35 0.222
H 2.43 2.52 -0.83 0.252
N 0.89 -0.32 -2.07 -0.979
C 1.91 0.47 -2.76 0.190
C 1.68 1.82 -3.01 -0.291
C 2.65 2.55 -3.67 -0.167
C 3.83 1.95 -4.10 -0.195
C 4.04 0.61 -3.83 -0.172
C 3.09 -0.13 -3.16 -0.265
H 1.24 -1.28 -2.08 0.409
H 0.06 -0.32 -2.67 0.412
H 0.76 2.29 -2.69 0.213
H 2.50 3.61 -3.85 0.236
H 4.57 2.52 -4.63 0.242
H 4.96 0.13 -4.15 0.241
H 3.26 -1.18 -2.97 0.213
```

Results
- molar mass (g mol⁻¹) = 556.6
- total charge = +2
- orbital gap (eV) = 8.7
- lowest unoccupied orbital energy (eV) = -5.8
- highest occupied orbital energy (eV) = -14.538

Entry 2:
Below is C24H25N5O in the gas phase, with properties calculated with ωB97M-V with the def2-TZVPD basis set.

Geometry as XYZ:
```
55
Properties=species:S:1:pos:R:3:nbo_charge:R:1
C -7.31 0.16 -2.21 0.101
C -6.27 0.04 -1.48 -0.290
C -6.25 0.38 -0.36 0.029
C -5.12 0.58 0.51 -0.149
C -4.99 1.12 1.83 -0.019
N -3.67 0.89 2.39 -0.239
N -3.10 0.50 1.47 -0.137
C -1.85 0.02 1.39 0.088
C -1.20 -0.92 0.30 -0.105
C 0.15 -1.22 0.45 -0.083
C 0.65 -2.27 -0.28 -0.136
C 1.84 -2.70 -0.18 -0.320
C 2.83 -1.92 0.09 0.357
O 4.23 -2.36 0.02 -0.503
C 5.25 -1.73 0.30 -0.025
C 5.44 -0.29 -0.80 -0.188
N 6.30 0.50 -0.24 -0.456
C 6.17 1.81 -0.85 -0.225
C 7.07 2.99 -0.33 -0.376
C 8.49 2.46 -0.63 -0.351
C 8.77 1.12 0.05 -0.367
C 7.72 -0.01 -0.64 -0.231
C 2.40 -0.62 0.94 -0.255
C 1.19 -0.24 0.93 -0.189
C -2.07 -0.90 -0.64 0.046
N -3.35 -0.63 -0.84 -0.415
C -3.90 0.00 0.46 0.265
C -7.46 0.97 0.24 -0.230
C -8.44 1.07 -0.62 0.011
N -8.38 0.57 -1.85 -0.401
H -7.23 -0.23 -3.21 0.167
H -5.37 -0.35 -1.77 0.248
H -5.64 1.65 2.47 0.207
H -1.17 0.20 2.35 0.216
H -0.35 -2.97 -0.54 0.216
H 2.18 -3.60 -0.85 0.231
H 5.25 -1.19 1.33 0.135
H 6.24 -2.36 0.34 0.178
H 5.56 -0.86 -1.80 0.147
H 4.59 -0.02 -0.91 0.155
H 5.00 2.08 -0.70 0.189
H 6.25 1.71 -1.99 0.164
H 6.94 2.84 0.95 0.171
H 6.72 3.94 -0.47 0.222
H 9.17 3.24 0.01 0.188
H 8.63 2.64 -1.48 0.160
H 8.61 1.08 0.94 0.180
H 9.75 0.76 0.09 0.206
H 7.85 -0.95 -0.19 0.206
H 7.98 0.27 -1.66 0.191
H 3.27 0.12 0.94 0.232
H 0.87 0.65 1.50 0.223
H -1.69 -1.65 -1.51 0.163
H -7.44 1.40 1.19 0.210
H -9.51 1.23 -0.16 0.186
```

Results
- molar mass (g mol⁻¹) = 399.5
- SMILES string = c1cc(-c2cnn3cc(-c4ccc(OCCN5CCCCC5)cc4)cnc23)ccn1
- energy above the lowest of the compared OMol25 structures with the same formula, charge and spin (kcal/mol) = 507.4
- orbital gap (eV) = 7.0
- lowest unoccupied orbital energy (eV) = -0.8
- highest occupied orbital energy (eV) = -7.862

Entry 3:
Below is C24H25N5O2 in the gas phase, with properties calculated with ωB97M-V with the def2-TZVPD basis set.

Geometry as XYZ:
```
56
Properties=species:S:1:pos:R:3:nbo_charge:R:1
C 1.08 2.80 2.58 -0.251
O 2.14 2.04 2.04 -0.484
C 2.13 1.76 0.71 0.258
C 1.18 2.24 -0.19 -0.299
C 1.22 1.87 -1.53 -0.042
C 0.17 2.35 -2.50 -0.234
N -1.02 2.92 -1.91 -0.592
C -1.81 2.23 -1.02 0.160
C -1.74 0.84 -0.88 -0.232
C -2.58 0.18 0.00 -0.187
C -3.51 0.88 0.76 -0.098
C -4.45 0.14 1.67 -0.234
N -5.57 -0.45 0.94 -0.594
C -5.41 -1.66 0.37 0.520
N -4.50 -2.57 0.68 -0.565
C -4.82 -3.62 -0.10 0.149
N -5.86 -3.44 -0.87 -0.306
N -6.24 -2.17 -0.57 -0.395
C -3.59 2.26 0.61 -0.195
C -2.75 2.92 -0.26 -0.260
C 2.24 1.04 -1.97 -0.221
C 3.20 0.58 -1.09 -0.295
C 3.16 0.92 0.25 0.317
O 4.05 0.52 1.20 -0.494
C 5.08 -0.37 0.82 -0.102
C 4.60 -1.73 0.39 0.034
C 5.39 -2.51 -0.46 -0.251
C 4.96 -3.76 -0.85 -0.203
C 3.74 -4.25 -0.40 -0.222
C 2.96 -3.48 0.44 -0.187
C 3.39 -2.23 0.84 -0.245
H 1.08 3.82 2.18 0.171
H 0.11 2.33 2.39 0.181
H 1.27 2.84 3.65 0.200
H 0.39 2.88 0.17 0.223
H 0.60 3.12 -3.16 0.217
H -0.13 1.51 -3.15 0.203
H -0.99 3.92 -1.75 0.382
H -1.02 0.27 -1.44 0.213
H -2.51 -0.89 0.11 0.231
H -3.94 -0.69 2.16 0.239
H -4.87 0.81 2.43 0.201
H -6.11 0.21 0.40 0.384
H -4.27 -4.54 -0.09 0.195
H -7.05 -1.77 -1.01 0.408
H -4.31 2.82 1.19 0.206
H -2.82 4.00 -0.36 0.203
H 2.28 0.75 -3.01 0.208
H 3.98 -0.07 -1.47 0.224
H 5.71 0.08 0.04 0.179
H 5.69 -0.47 1.73 0.209
H 6.33 -2.13 -0.81 0.208
H 5.57 -4.36 -1.50 0.213
H 3.40 -5.23 -0.71 0.213
H 2.01 -3.85 0.79 0.214
H 2.78 -1.62 1.50 0.224
```

Results
- molar mass (g mol⁻¹) = 415.5
- SMILES string = COc1cc(CNc2ccc(CNc3ncn[nH]3)cc2)ccc1OCc1ccccc1
- energy above the lowest of the compared OMol25 structures with the same formula, charge and spin (kcal/mol) = 42.6
- orbital gap (eV) = 8.5
- lowest unoccupied orbital energy (eV) = 0.7
- highest occupied orbital energy (eV) = -7.789

Entry 4:
Below is C24H25N7O3Se2Ti as an isolated structure, with properties calculated with ωB97M-V with the def2-TZVPD basis set.

Geometry as XYZ:
```
62
Properties=species:S:1:pos:R:3:nbo_charge:R:1
Ti -0.63 -0.05 0.30 1.300
C -2.63 1.78 -2.42 -0.779
Se -1.68 0.08 -2.29 0.493
C -3.32 -1.05 -2.40 -0.578
C -2.95 -2.42 -2.95 -0.562
Se -1.54 -3.31 -1.88 0.381
C -0.12 -3.17 -3.21 -0.782
H -3.45 1.79 -1.71 0.222
H -3.00 1.93 -3.43 0.224
H -1.92 2.56 -2.16 0.243
H -4.03 -0.55 -3.07 0.225
H -3.75 -1.14 -1.41 0.224
H -2.57 -2.35 -3.96 0.225
H -3.81 -3.09 -2.95 0.233
H -0.43 -3.70 -4.11 0.222
H 0.76 -3.65 -2.79 0.237
H 0.08 -2.12 -3.42 0.231
C 1.85 0.17 2.38 -0.263
N 0.44 0.32 2.04 -0.511
C -0.34 0.92 2.88 0.195
C -1.70 1.16 2.57 -0.038
C -2.75 1.69 3.33 -0.200
C -3.87 1.67 2.52 -0.317
C -3.47 1.14 1.29 0.001
N -2.17 0.83 1.31 -0.565
C 2.14 -1.06 3.21 0.054
C 2.89 -0.95 4.38 -0.242
C 3.19 -2.08 5.13 -0.205
C 2.74 -3.33 4.72 -0.218
C 1.99 -3.44 3.56 -0.190
C 1.71 -2.32 2.80 -0.231
H 2.19 1.05 2.92 0.197
H 2.43 0.09 1.46 0.245
H 0.06 1.28 3.83 0.200
H -2.68 2.04 4.35 0.224
H -4.87 2.01 2.76 0.226
H -4.08 0.96 0.42 0.196
H 3.24 0.02 4.70 0.208
H 3.80 -1.99 6.02 0.214
H 2.96 -4.21 5.31 0.213
H 1.65 -4.41 3.23 0.212
H 1.16 -2.41 1.87 0.219
O 2.87 -0.94 -0.44 -0.592
C 1.91 -0.51 -1.03 0.792
O 0.67 -0.85 -0.73 -0.695
C 2.17 0.46 -2.18 0.075
C 3.50 0.72 -2.50 -0.200
C 3.78 1.57 -3.55 -0.174
C 2.72 2.14 -4.24 -0.235
C 1.43 1.83 -3.84 0.035
N 1.16 1.01 -2.83 -0.407
H 4.28 0.24 -1.92 0.247
H 4.80 1.79 -3.82 0.222
H 2.89 2.81 -5.08 0.224
H 0.57 2.24 -4.35 0.194
O -1.14 -1.71 1.15 -0.275
N -1.85 -1.54 0.18 0.023
N -1.56 6.09 0.60 -0.423
C -1.01 5.15 0.20 0.435
N -0.36 4.15 -0.34 -0.648
C -0.27 2.92 -0.22 0.702
N -0.08 1.75 -0.23 -0.682
```

Results
- molar mass (g mol⁻¹) = 665.3
- energy above the lowest of the compared OMol25 structures with the same formula, charge and spin (kcal/mol) = 24.1
- orbital gap (eV) = 6.9
- lowest unoccupied orbital energy (eV) = -1.3
- highest occupied orbital energy (eV) = -8.241

Please write out number 4 again, unchanged.
Below is C24H25N7O3Se2Ti as an isolated structure, with properties calculated with ωB97M-V with the def2-TZVPD basis set.

Geometry as XYZ:
```
62
Properties=species:S:1:pos:R:3:nbo_charge:R:1
Ti -0.63 -0.05 0.30 1.300
C -2.63 1.78 -2.42 -0.779
Se -1.68 0.08 -2.29 0.493
C -3.32 -1.05 -2.40 -0.578
C -2.95 -2.42 -2.95 -0.562
Se -1.54 -3.31 -1.88 0.381
C -0.12 -3.17 -3.21 -0.782
H -3.45 1.79 -1.71 0.222
H -3.00 1.93 -3.43 0.224
H -1.92 2.56 -2.16 0.243
H -4.03 -0.55 -3.07 0.225
H -3.75 -1.14 -1.41 0.224
H -2.57 -2.35 -3.96 0.225
H -3.81 -3.09 -2.95 0.233
H -0.43 -3.70 -4.11 0.222
H 0.76 -3.65 -2.79 0.237
H 0.08 -2.12 -3.42 0.231
C 1.85 0.17 2.38 -0.263
N 0.44 0.32 2.04 -0.511
C -0.34 0.92 2.88 0.195
C -1.70 1.16 2.57 -0.038
C -2.75 1.69 3.33 -0.200
C -3.87 1.67 2.52 -0.317
C -3.47 1.14 1.29 0.001
N -2.17 0.83 1.31 -0.565
C 2.14 -1.06 3.21 0.054
C 2.89 -0.95 4.38 -0.242
C 3.19 -2.08 5.13 -0.205
C 2.74 -3.33 4.72 -0.218
C 1.99 -3.44 3.56 -0.190
C 1.71 -2.32 2.80 -0.231
H 2.19 1.05 2.92 0.197
H 2.43 0.09 1.46 0.245
H 0.06 1.28 3.83 0.200
H -2.68 2.04 4.35 0.224
H -4.87 2.01 2.76 0.226
H -4.08 0.96 0.42 0.196
H 3.24 0.02 4.70 0.208
H 3.80 -1.99 6.02 0.214
H 2.96 -4.21 5.31 0.213
H 1.65 -4.41 3.23 0.212
H 1.16 -2.41 1.87 0.219
O 2.87 -0.94 -0.44 -0.592
C 1.91 -0.51 -1.03 0.792
O 0.67 -0.85 -0.73 -0.695
C 2.17 0.46 -2.18 0.075
C 3.50 0.72 -2.50 -0.200
C 3.78 1.57 -3.55 -0.174
C 2.72 2.14 -4.24 -0.235
C 1.43 1.83 -3.84 0.035
N 1.16 1.01 -2.83 -0.407
H 4.28 0.24 -1.92 0.247
H 4.80 1.79 -3.82 0.222
H 2.89 2.81 -5.08 0.224
H 0.57 2.24 -4.35 0.194
O -1.14 -1.71 1.15 -0.275
N -1.85 -1.54 0.18 0.023
N -1.56 6.09 0.60 -0.423
C -1.01 5.15 0.20 0.435
N -0.36 4.15 -0.34 -0.648
C -0.27 2.92 -0.22 0.702
N -0.08 1.75 -0.23 -0.682
```

Results
- molar mass (g mol⁻¹) = 665.3
- energy above the lowest of the compared OMol25 structures with the same formula, charge and spin (kcal/mol) = 24.1
- orbital gap (eV) = 6.9
- lowest unoccupied orbital energy (eV) = -1.3
- highest occupied orbital energy (eV) = -8.241

> molar mass of number 3 (C24H25N5O2)?

415.5 g mol⁻¹